Computed, not measured: one molecule with the formula C6H10 in a non-equilibrium geometry, with the ωB97M-V functional and the def2-TZVPD basis.

CARTESIAN COORDINATES (ANGSTROEM)
C (2.866, -1.273, 0.326)
C (1.610, -1.254, -0.093)
C (0.656, -0.285, 0.435)
C (-0.676, -0.409, 0.528)
C (-1.622, 0.748, 0.444)
C (-1.804, 1.318, -0.959)
H (3.580, -2.001, -0.035)
H (3.231, -0.467, 0.950)
H (1.225, -2.087, -0.669)
H (0.993, 0.739, 0.596)
H (-1.013, -1.438, 0.427)
H (-1.270, 1.560, 1.087)
H (-2.537, 0.413, 0.950)
H (-0.777, 1.356, -1.342)
H (-2.359, 0.714, -1.674)
H (-2.102, 2.366, -0.970)

Output
relative energy (zero: lowest compared OMol25 entry of this formula, charge and spin): 134.1 kJ/mol
orbital gap: 9.64 eV
HOMO energy: -8.6 eV

Computed, not measured: a 4-piece molecular cluster, C2H12N2O3 overall in a non-equilibrium geometry, with the ωB97M-V functional and the def2-TZVPD basis.

CARTESIAN COORDINATES (ANGSTROEM)
C (-0.064, 1.278, -1.099)
N (1.284, 0.964, -0.648)
C (1.628, 0.782, 0.566)
N (0.785, 0.421, 1.603)
H (-0.165, 2.339, -0.810)
H (-0.173, 1.192, -2.170)
H (-0.841, 0.814, -0.482)
H (2.599, 1.188, 0.816)
H (0.003, -0.154, 1.295)
H (1.355, 0.148, 2.386)
O (-2.967, 0.538, 0.942)
H (-2.977, 1.460, 1.168)
H (-3.320, 0.133, 1.755)
O (1.188, -1.715, -1.686)
H (1.008, -1.533, -2.599)
H (1.477, -0.888, -1.273)
O (-0.791, -1.675, 0.324)
H (-1.546, -1.158, 0.061)
H (-0.262, -1.786, -0.475)

Output
relative energy (zero: lowest compared OMol25 entry of this formula, charge and spin): 85.2 kJ/mol
orbital gap: 9.12 eV
HOMO energy: -8.5 eV